No. 1
The following is a DFT calculation (wB97M-V/def2-TZVPD) of a 2-piece molecular cluster, CH10N5 overall.

Properties
* energy relative to the best compared isomer or geometry (same formula, charge and spin): 2.813 eV
* E_HOMO: -13.579 eV

The geometry in ORCA input format:
```
! wB97M-V def2-TZVPD RIJCOSX def2/J DEFGRID3
* xyz 1 1
C 0.2151 -0.6986 0.0253
N -1.9706 -0.8027 0.4356
N 2.5142 -0.3624 0.2148
N -0.9235 -1.2618 -0.3186
N 1.3928 -0.7234 -0.4944
N -0.2753 1.3779 -0.0032
H 0.6254 1.7983 -0.4436
H -2.6399 -0.0914 0.1037
H -2.3447 -1.4718 1.0684
H 2.3294 0.0599 1.1275
H 3.2104 -1.0727 0.4139
H -1.0255 -1.7377 -1.2440
H 1.6321 -0.7183 -1.4752
H 0.3342 -0.5649 1.0885
H -1.0120 1.4821 -0.7282
H -0.5006 1.5223 0.9820
*
```


No. 2
The following is a DFT calculation (wB97M-V/def2-TZVPD) of a single C5H7N molecule.

Properties
* energy relative to the best compared isomer or geometry (same formula, charge and spin): 2.139 eV
* E_HOMO (alpha / beta): -6.756 / -10.190 eV

The geometry in ORCA input format:
```
! wB97M-V def2-TZVPD RIJCOSX def2/J DEFGRID3
* xyz 0 3
C -1.1455 1.3411 -1.2535
C -1.7400 0.9971 0.3891
C -0.4082 0.4285 -0.2626
C -0.2396 -1.0643 -0.4425
C 0.9511 0.9809 0.2949
N -1.7995 2.1348 -0.4475
H -2.4590 0.2952 0.5345
H 0.1397 -1.5593 0.4399
H 0.5469 -1.0539 -1.2419
H -1.2361 -1.5674 -0.6688
H 1.3265 0.2401 1.0199
H 0.7192 1.9476 0.7343
H 1.4962 1.0354 -0.6897
*
```


No. 3
The following is a DFT calculation (wB97M-V/def2-TZVPD) of a single C2H5N3S2 molecule.

Properties
* energy relative to the best compared isomer or geometry (same formula, charge and spin): 2.647 eV
* E_HOMO: -8.586 eV
* SMILES string: NN(C=S)/C=N\S

The geometry in ORCA input format:
```
! wB97M-V def2-TZVPD RIJCOSX def2/J DEFGRID3
* xyz 0 1
C 1.8051 0.5024 0.0024
C -0.5355 0.9918 0.0000
H 0.6623 -1.6779 0.8340
H 0.6541 -1.6766 -0.8019
H 1.8706 1.6121 -0.0357
H -0.1733 2.0406 0.0033
H -3.8039 -0.1665 0.0071
N 0.2034 -1.2883 -0.0164
N 0.5392 0.0687 -0.0006
N -1.7960 0.7790 0.0014
S 3.1370 -0.4625 0.0038
S -2.5631 -0.7228 0.0026
*
```


No. 4
The following is a DFT calculation (wB97M-V/def2-TZVPD) of C2H2O4 as an isolated structure.

Properties
* energy relative to the best compared isomer or geometry (same formula, charge and spin): 2.235 eV
* E_HOMO: -9.938 eV

The geometry in ORCA input format:
```
! wB97M-V def2-TZVPD RIJCOSX def2/J DEFGRID3
* xyz 0 1
C 1.5696 0.2042 0.0026
C -0.3823 -0.3390 -0.2426
O 2.2621 -0.5296 -0.5676
O 1.2951 1.1121 0.6901
O -0.7578 -1.2492 0.5717
O -1.3091 0.6006 -0.4129
H -1.6530 -1.1138 0.9572
H -1.0245 1.3149 -0.9985
*
```


Values of largest force on an atom, in order: 0.0584; 0.0805; 0.0431; 0.0302, all in hartree/bohr.